[1]
85
Properties=species:S:1:pos:R:3:forces:R:3 method="wB97M-V/def2-TZVPD" total_charge=+1 homo_lumo_gap_ev=7.20
N -1.46365 2.29192 -0.11123 3.1134 -0.6008 -0.1636
C -0.16825 2.23550 -0.14522 -1.3683 -0.6169 0.0853
C 0.46121 0.76316 -0.34691 -1.3367 0.4770 0.0081
S 2.29248 0.78361 -0.46867 -0.4651 0.4860 2.0142
P 2.80859 1.26772 -2.53402 1.1200 -0.6095 -4.0686
N 3.83996 2.67414 -2.37655 -2.7328 -1.0463 0.7654
O 1.42875 1.68892 -3.44440 0.9929 -0.3215 1.8154
H -1.76734 1.30774 -0.23108 -0.5431 0.5510 0.1139
H 0.48556 3.14578 -0.00471 -0.7552 -1.0564 -0.1917
H 0.01845 0.36210 -1.31050 0.6391 0.2436 1.2272
H 0.13327 0.14706 0.55165 0.6349 0.5615 -1.1885
H 2.73943 -0.52669 -0.30408 -0.6487 0.9074 -0.7204
H 3.39487 3.30139 -1.69071 0.6404 0.3257 -0.5288
H 3.85642 3.14025 -3.30293 -0.0575 -0.0671 0.6121
H 1.02396 0.90270 -3.88734 0.5092 0.5504 0.2349
C 3.83280 8.18627 -5.75553 -0.3677 -0.2636 0.1106
C 5.16777 8.17807 -5.70415 0.0881 1.1123 -0.5188
C 5.91735 7.02201 -5.13314 0.2866 -0.4219 0.2209
O 7.13155 7.04111 -5.11985 -0.1827 0.2132 -0.0926
C 5.14217 5.89606 -4.59965 0.0852 -0.0264 0.0111
C 3.81037 5.90888 -4.64939 0.2917 -0.7440 0.3791
C 3.06252 7.05179 -5.24453 -0.1647 0.8105 -0.3936
O 1.84661 7.01113 -5.28446 0.0826 -0.4403 0.2405
O 3.06903 4.87767 -4.15902 -0.0343 0.7952 -0.4138
O 5.89667 9.21620 -6.16820 -0.1255 -1.0968 0.5079
H 3.27714 9.01690 -6.16881 0.0185 -0.0251 0.0025
H 5.69659 5.07106 -4.17204 0.0472 0.0304 -0.0213
H 2.13836 5.13091 -4.31684 -0.0173 -0.0377 -0.0414
H 6.82826 8.96808 -6.01973 0.0280 0.1312 -0.0705
C -3.25555 -0.52944 2.78513 0.3536 -0.0312 -0.5685
C -4.22121 -0.80035 3.66673 0.3977 0.7330 0.9786
C -5.32996 -1.74357 3.33964 -0.4798 -0.5483 -0.3978
O -6.18008 -1.98086 4.17441 0.2563 0.2739 0.1483
C -5.34557 -2.34819 2.00454 -0.1019 0.0567 0.3213
C -4.38095 -2.07242 1.12428 -0.4551 -0.6629 -0.7737
C -3.25930 -1.15050 1.46369 0.1794 0.4779 0.7348
O -2.38152 -0.93510 0.63919 0.0180 -0.1047 -0.3845
O -4.37937 -2.61924 -0.11490 0.4501 0.6274 0.7519
O -4.23331 -0.23399 4.89141 -0.3798 -0.7070 -0.9167
H -2.44351 0.15078 3.00981 -0.0329 0.0379 0.0023
H -6.16331 -3.01685 1.77247 0.0248 0.0103 -0.0050
H -3.58468 -2.26726 -0.55350 -0.0640 -0.0848 -0.0817
H -5.02581 -0.59099 5.33599 0.0501 0.0355 0.1254
C -5.39289 -4.71192 6.04807 -0.3113 -0.0903 0.0500
C -4.05973 -4.73420 6.08421 -0.0465 0.9570 -0.4941
C -3.31419 -5.89140 6.65669 0.0773 -0.7074 0.3701
O -2.09552 -5.87930 6.65331 -0.0491 0.3751 -0.1461
C -4.09078 -7.00312 7.20922 0.3951 0.2200 -0.1187
C -5.42613 -6.98012 7.17669 -0.0718 -1.0844 0.5594
C -6.17112 -5.83397 6.57910 -0.1908 0.6126 -0.2898
O -7.38660 -5.85807 6.55168 0.1492 -0.2954 0.1573
O -6.16062 -7.99510 7.68375 0.1265 1.0124 -0.5259
O -3.32195 -3.70416 5.60101 -0.1958 -0.9632 0.2734
H -5.94291 -3.87754 5.63364 -0.0098 -0.0330 0.0019
H -3.53908 -7.82869 7.63758 -0.0231 0.0106 -0.0118
H -7.09097 -7.74060 7.53783 -0.0206 -0.0939 0.0428
H -2.39198 -3.96151 5.74307 0.0175 0.1836 0.0562
C 1.65074 0.67179 -7.81824 -0.3205 -0.2277 0.5224
C 2.58778 0.56402 -8.76465 -0.1563 1.2239 -0.5171
C 3.38355 -0.68684 -8.93407 0.3286 -0.7442 0.0372
O 4.21353 -0.75248 -9.81810 -0.1691 0.3594 0.0304
C 3.12688 -1.79436 -8.00930 0.1547 0.1248 -0.2113
C 2.19311 -1.68373 -7.06275 0.1848 -1.0105 0.3215
C 1.37955 -0.44275 -6.91091 -0.1598 0.7823 -0.3345
O 0.52102 -0.38501 -6.03986 0.3129 -0.2466 0.3123
O 1.94256 -2.69575 -6.19700 -0.1579 0.9749 -0.2958
O 2.85433 1.58191 -9.60925 0.1432 -1.1195 0.4952
H 1.06569 1.57209 -7.68697 -0.0006 -0.0227 -0.0462
H 3.72146 -2.68958 -8.13044 -0.0290 0.0099 -0.0014
H 1.22887 -2.37164 -5.61906 -0.0399 -0.1292 -0.0412
H 3.56395 1.25545 -10.19468 -0.0143 0.0948 -0.0793
C -0.62098 -0.71517 5.32438 0.0206 0.3878 -0.3649
C -0.16153 -1.67545 6.13010 -1.0872 -0.3540 0.2823
C 1.30092 -1.88072 6.34141 0.7180 -0.0175 0.0496
O 1.68008 -2.75279 7.09643 -0.3656 0.0294 -0.0636
C 2.22908 -1.00955 5.61247 -0.0331 -0.1815 0.1182
C 1.76717 -0.05299 4.80531 0.9724 0.2074 -0.1303
C 0.30521 0.16848 4.61622 -0.7101 -0.2027 0.2213
O -0.07571 1.06597 3.88103 0.3546 -0.0390 -0.2222
O 2.60757 0.76231 4.11974 -0.8733 -0.3063 0.0857
O -1.00404 -2.50271 6.78970 1.1640 0.3149 -0.2876
H -1.67921 -0.55550 5.16528 0.0079 -0.0029 0.1106
H 3.28719 -1.17860 5.75964 -0.0219 0.0166 0.0188
H 2.02909 1.36377 3.61677 0.0328 0.0880 0.1242
H -0.43015 -3.10395 7.30407 -0.0979 -0.0482 0.0708

***

[2]
24
Properties=species:S:1:pos:R:3:forces:R:3 method="wB97M-V/def2-TZVPD" relative_energy_ev=0.000 homo_lumo_gap_ev=11.14
C -0.90438 -2.11271 -3.61375 -2.2057 -0.1111 -2.2665
C 0.16269 -1.04728 -3.63540 -0.8817 0.4380 -0.7285
O 0.12559 -0.29887 -2.41700 0.7423 -0.0472 1.3162
C 0.86118 -0.90273 -1.48742 -0.3638 1.8269 3.9000
O 1.42361 -1.95303 -1.49658 -0.0490 0.2907 -0.3147
C 0.89767 0.11967 0.03490 -0.5386 -0.3767 -3.2839
F 0.34604 1.34293 -0.37687 0.1509 -0.5308 0.2597
P -0.01091 -0.40619 1.59373 -0.4534 0.7720 0.6412
O -0.98160 -1.48325 1.70626 0.0012 -1.1515 -0.9124
O -0.79144 0.94035 1.88787 -0.3898 -0.0224 -0.1532
C -0.38181 2.11370 2.54293 0.2191 2.6024 -1.9645
C -0.24141 1.90782 4.01264 0.0577 -1.0381 -0.5733
H -0.87243 -2.49842 -2.60431 -0.3016 -0.5545 0.0206
H -2.00725 -1.78149 -3.89074 2.3159 -0.3942 0.7649
H -0.64099 -2.91804 -4.38712 -0.3154 0.9945 1.2844
H 0.19803 -0.28430 -4.43056 -0.2905 -0.6484 0.1699
H 1.04596 -1.60759 -3.56442 1.5761 -0.4386 -0.6478
H 1.94192 0.37214 0.25132 0.0060 -0.6390 0.0098
H 0.97184 -0.54717 2.60073 0.2681 0.3015 -0.4197
H 0.58646 2.46033 2.09194 -0.5783 -0.2634 0.4110
H -1.10918 3.03380 2.23962 1.2394 -2.5080 0.8254
H 0.64611 1.27460 4.21596 -0.4202 0.5441 0.1256
H -0.13835 2.90648 4.36533 0.1310 0.5301 1.1967
H -1.12734 1.36924 4.36094 0.0805 0.4236 0.3393

***

[3]
45
Properties=species:S:1:pos:R:3:forces:R:3 method="wB97M-V/def2-TZVPD" relative_energy_ev=0.000 homo_lumo_gap_ev=6.10
C 0.90489 -1.81012 2.79371 -0.6358 -0.5514 -0.9475
C -0.31801 -2.34753 2.24599 0.6997 -0.7560 -0.5945
C -0.18601 -2.45410 0.83401 0.5104 0.1877 0.6057
H -1.18958 -2.67452 2.80393 0.4019 0.2072 -0.1126
C 1.10644 -1.91138 0.50385 0.0855 0.1712 -0.1381
C 1.76870 -1.53723 1.72001 -0.6874 -0.6999 -0.5284
H 2.80564 -1.22424 1.81487 -0.3755 0.1976 -0.1556
H 1.17538 -1.72577 3.84820 -0.3740 0.1470 -0.4462
H -0.90070 -2.95823 0.17043 0.3610 0.3331 0.2747
H 1.56919 -1.89615 -0.48396 -0.1117 0.0267 0.2891
C -0.34387 2.42415 0.97950 0.2365 -0.2098 0.0084
C 0.04496 2.22532 2.33172 0.7435 0.5744 -0.5417
C 1.34312 1.64033 2.34657 -0.5821 0.3188 0.0486
H -0.48219 2.57614 3.22172 0.0146 -0.3787 -0.5454
C 1.76321 1.45595 1.01443 -0.5650 0.5276 -0.6635
C 0.70813 1.88737 0.13873 0.4082 0.4939 0.8141
H 0.77850 1.93541 -0.94694 -0.1025 0.0143 0.3411
H -1.23451 2.98176 0.66800 0.3823 -0.4660 -0.0007
H 1.93049 1.44854 3.25139 -0.3215 -0.1012 -0.5006
H 2.78320 1.21396 0.70301 -0.6053 -0.3688 0.0558
Sc -0.45387 -0.04019 1.07087 2.3232 -0.1943 3.2831
O -1.29800 0.00165 -0.85356 -0.1329 -0.5859 -3.0062
C -2.20310 -0.66913 -1.73910 0.5536 -0.6296 -0.1313
C -0.85196 -0.98067 -2.29895 -0.3112 0.4100 1.4240
H -2.77549 -1.42162 -1.15315 0.2929 0.2810 -1.0013
H -2.76302 -0.09160 -2.50680 -0.0267 0.1564 1.1897
H -0.34083 -1.90974 -1.95916 -0.3223 0.9972 -0.1932
H 0.97656 -1.82316 -4.24275 -0.4399 0.2159 -0.0246
C 0.54181 -0.83546 -4.43131 -0.0945 -0.0928 0.5419
C -0.30013 -0.21415 -3.45371 0.6026 0.8280 -1.2843
C -0.64003 1.14009 -3.75742 -0.0465 -0.4079 0.1278
H -1.18451 1.71943 -3.02948 -0.2247 -0.0083 0.1976
C -0.26334 1.79274 -4.94040 0.2530 -0.6680 0.0065
H -0.55658 2.82488 -5.14130 0.0165 -0.3266 0.3228
C 0.47931 1.10822 -5.91131 -0.3927 -0.6753 0.5445
H 0.69745 1.56967 -6.87259 0.0816 -0.0631 0.2752
C 0.87776 -0.21279 -5.64537 -0.2839 0.3776 0.1848
H 1.43623 -0.75851 -6.41478 -0.1242 0.1538 0.5348
C -0.48325 0.26850 5.24061 0.8285 0.9460 0.0064
C -1.20361 -0.50116 4.19559 -1.0798 -0.7359 -1.3269
O -1.63697 -1.60022 4.49879 -0.3751 0.1376 0.3103
O -1.32582 0.00231 2.97087 -0.3076 0.1292 0.7251
H -0.87275 0.07765 6.24970 0.1140 0.0632 -0.4827
H -0.45658 1.32247 4.97945 -0.2587 0.2204 0.3077
H 0.57373 -0.01888 5.18616 -0.1278 -0.1963 0.2055

***

[4]
8
Properties=species:S:1:pos:R:3:forces:R:3 method="wB97M-V/def2-TZVPD" relative_energy_ev=2.077 homo_lumo_gap_ev=10.88
C 0.42779 -0.29901 0.08734 0.6419 -0.5024 0.7008
C -0.83965 0.05367 -0.03486 1.4277 -1.9581 0.1166
O -1.96579 -0.71056 0.15188 -2.6379 -0.2570 0.5526
C -3.20290 -0.16344 -0.00226 3.8447 -0.5471 0.4039
N -4.20179 0.38372 -0.11657 -0.7011 0.0100 -0.0999
H 1.23051 0.37868 -0.33997 -1.2925 -0.9032 0.8396
H 0.71192 -1.20907 0.62425 0.1288 0.2451 -0.4140
H -0.95518 0.88314 -0.55750 -1.4116 3.9127 -2.0995

***

[5]
16
Properties=species:S:1:pos:R:3:forces:R:3 method="wB97M-V/def2-TZVPD" relative_energy_ev=3.012 homo_lumo_gap_ev=8.63
C -2.25729 -0.57609 1.14380 -3.4868 -1.0454 -0.9984
C -1.46315 -0.86127 0.14345 1.2533 -0.5465 -1.8080
C 0.56741 1.05835 -1.55908 0.8980 -1.1869 -2.3077
N 2.28306 -1.68379 0.33582 -2.9392 0.3133 -0.5684
N 0.15778 1.23775 1.08532 0.1363 -0.2826 0.3197
Si 0.19232 -0.04287 -0.00530 1.6982 -0.8169 -1.1512
H -3.34721 -0.92624 0.93098 1.7929 0.6612 1.2189
H -2.04388 0.01655 2.00473 0.1488 0.2249 0.3658
H -1.85112 -1.42991 -0.73269 0.2603 0.3342 0.8558
H 1.67335 1.25019 -1.61583 -0.5963 -0.8617 -0.0907
H 0.22451 0.74317 -2.65212 0.7628 0.2910 2.4337
H 0.28139 2.09286 -1.47899 -1.0373 0.3157 0.5300
H 1.99250 -2.67484 0.01829 0.3655 2.1146 0.3120
H 2.69829 -1.22673 -0.47525 0.2155 -0.3642 -0.2012
H 0.09556 1.07447 2.06863 0.2568 0.3182 0.5080
H 0.79648 1.94840 0.78823 0.2711 0.5312 0.5817

***

[6]
63
Properties=species:S:1:pos:R:3:forces:R:3 method="wB97M-V/def2-TZVPD" total_charge=+2 homo_lumo_gap_ev=6.31
Lu 0.97702 -0.09802 -0.13637 -2.7822 0.7915 2.4660
Cl 0.16072 0.76695 2.05002 0.6886 -0.4495 -0.9120
P -1.56496 -0.22931 -1.13444 -1.3815 -0.8654 -0.0691
C -1.70290 -0.20609 -2.96042 0.4714 0.1065 -0.6337
C -2.50652 0.72034 -3.65636 0.0060 -0.4601 0.1427
C -2.61098 0.66962 -5.05165 0.6251 -0.1762 -0.0709
C -1.78348 -0.18881 -5.79019 -0.0825 0.0250 0.5602
C -0.92495 -1.06566 -5.10941 -0.0207 0.1031 0.0727
C -0.89769 -1.09140 -3.71230 -0.2359 0.2854 -0.1687
C -2.21605 -1.89327 -0.59017 0.0673 0.3417 -0.0773
C -2.23474 -2.15530 0.79664 0.2244 0.0942 -0.5230
C -2.77627 -3.35468 1.24651 0.0331 -0.0245 0.1733
C -3.28851 -4.29685 0.35425 0.1603 0.2124 -0.2963
C -3.28629 -4.01781 -1.01376 0.0418 0.1326 0.1007
C -2.77242 -2.80901 -1.49073 0.0871 0.0575 0.0936
C -2.90161 0.86850 -0.57859 -0.0003 0.5509 0.5300
C -2.67026 2.00648 0.21705 -0.1143 -0.1010 -0.3230
C -3.74036 2.83044 0.57439 -0.1625 -0.0520 -0.0359
C -5.04358 2.51800 0.16844 0.2380 -0.1387 -0.0088
C -5.27889 1.36981 -0.59650 0.4013 -0.1494 -0.0306
C -4.20975 0.54212 -0.95840 -0.1837 0.4105 0.0790
H -1.84586 -1.40724 1.50338 -0.2281 -0.3707 -0.2424
H -2.80366 -3.55730 2.31153 0.0049 0.0143 -0.0714
H -3.68449 -5.24340 0.72084 0.0648 0.2838 -0.0854
H -3.69348 -4.73389 -1.71907 -0.0146 0.0570 0.0890
H -2.82943 -2.56213 -2.55726 0.0862 -0.2250 0.4371
H -3.06923 1.47403 -3.10894 0.0086 -0.2726 -0.1175
H -3.30712 1.32856 -5.56792 0.2349 -0.0594 0.1558
H -1.78648 -0.16216 -6.88115 -0.1112 -0.0927 0.3551
H -0.27255 -1.73660 -5.67372 -0.2524 0.1999 0.1727
H -0.24325 -1.81522 -3.21313 -0.2938 0.1742 -0.0894
H -1.66141 2.25149 0.55770 -0.3377 -0.0690 -0.1281
H -3.56448 3.72684 1.17440 -0.0260 -0.3526 -0.1835
H -5.87288 3.16708 0.46106 0.2926 -0.2434 -0.1389
H -6.28195 1.10401 -0.92876 0.2211 0.1352 0.1699
H -4.38678 -0.34150 -1.56669 -0.0715 0.0952 0.1247
H -2.46237 3.71380 -4.80649 -0.1253 0.1540 0.2670
H -2.77781 4.03455 -4.20500 0.1271 -0.1172 -0.2560
N 1.10939 1.31678 -1.73828 0.9331 -0.0522 0.0104
S 2.71244 1.28169 -2.16148 0.0028 0.1506 0.2865
C 3.06853 -0.29817 -1.24528 0.9342 -0.1063 -0.8935
C 2.34772 -1.40424 -1.75333 0.9047 -0.4275 0.6089
C 2.11808 -2.48698 -0.86889 0.4030 0.1265 -0.8829
C 2.84498 -2.56242 0.33644 0.2179 0.0434 0.2177
C 3.81740 -1.59893 0.64396 0.0613 -0.0187 0.0858
C 3.86857 -0.40105 -0.08715 -0.0421 -0.0797 -0.8297
C 3.51308 2.44400 -1.10467 1.0390 0.5331 0.1602
C 4.75565 2.97226 -1.51500 -0.1954 -0.1488 0.1023
C 5.44348 3.82197 -0.63973 -0.0181 -0.0046 -0.2078
C 4.87720 4.16703 0.59088 0.2003 0.1491 -0.1576
C 3.64222 3.65231 0.97158 -0.3486 -0.0349 0.1027
C 2.95297 2.78008 0.12658 0.0264 -0.0067 0.1224
H 0.60257 2.11190 -2.13454 0.2763 -0.3209 -0.1498
H 2.06124 -1.37442 -2.80126 -0.6371 -0.0887 0.2743
H 1.47696 -3.31083 -1.19044 0.1930 0.1838 0.1768
H 2.74032 -3.42119 1.01224 -0.0995 0.3323 -0.4512
H 4.55643 -1.79893 1.43676 -0.6489 0.2969 -0.2709
H 4.59410 0.38958 0.12790 -0.4821 -0.1452 0.2414
H 5.15481 2.72085 -2.50544 -0.0637 0.1294 0.4571
H 6.41598 4.24702 -0.91602 -0.4942 -0.2518 -0.0028
H 5.39633 4.88059 1.24292 -0.2242 -0.4150 -0.2713
H 3.20424 3.96234 1.92369 0.0871 -0.2189 -0.3419
H 1.97026 2.38485 0.40680 0.3142 0.3691 0.0858

***

Computed LUMO (eV) in order:
-3.9, 0.8, -1.3, 0.6, 0.4, -7.5
Computed electronic energy (a.u.) in order:
-3664.98194, -977.95953, -1761.12758, -246.01522, -519.21888, -3649.48725